Entry 1:
Here is a 2-piece molecular cluster, C8H13N4 overall from the OMol25 dataset. Energies are from ωB97M-V/def2-TZVPD.

XYZ file:
```
25
Properties=species:S:1:pos:R:3:forces:R:3:nbo_charge:R:1
C -2.829510 0.592608 0.529146 2.3 -2.3 -1.8 -0.099
C -2.927025 -1.504790 -0.149530 0.1 -0.6 -0.6 0.200
C -1.617174 0.186289 -0.019661 -0.1 -0.6 0.8 0.085
C 1.248823 -0.584236 -0.127237 -2.0 3.7 1.4 0.576
C -0.034570 2.228570 0.408690 -0.7 1.8 1.6 -0.456
C -0.075406 2.037505 -1.074406 -0.4 -0.8 0.9 -0.429
C -0.327311 0.907851 -0.118936 1.7 -2.8 -0.6 0.098
C 3.658445 -1.003405 0.301894 -1.0 0.5 0.5 -0.431
N -1.680908 -1.134183 -0.397722 -1.6 0.1 -0.3 -0.533
N -3.670030 -0.495900 0.386843 1.0 0.4 0.1 -0.496
N 2.456683 -0.110692 0.267741 -1.5 -3.6 -0.9 -0.582
N 0.874690 -1.806921 -0.396118 0.9 -1.4 -1.1 -0.776
H -2.867384 1.498232 1.006189 -1.4 1.8 1.2 0.232
H -3.315353 -2.510183 -0.421060 0.1 1.1 0.5 0.224
H 0.931161 2.412746 0.846552 0.3 0.0 0.0 0.232
H -0.831920 2.858181 0.960539 1.2 -1.3 -1.0 0.248
H -1.012248 2.275524 -1.496174 -0.6 0.6 -1.0 0.235
H 0.813053 2.114185 -1.651327 0.5 0.0 -0.4 0.243
H 4.401437 -0.246386 0.339468 1.4 0.0 -0.2 0.227
H 3.749769 -1.644845 1.216382 -0.4 0.4 -0.9 0.222
H 3.673825 -1.543451 -0.641824 0.3 -0.2 0.2 0.219
H -4.641910 -0.529648 0.633080 -0.1 -0.1 0.1 0.440
H 2.563507 0.699524 0.829259 -0.6 0.9 0.1 0.423
H -0.007844 -2.041793 -0.928077 0.7 1.3 1.3 0.487
H 1.467197 -2.654784 -0.303721 0.0 1.2 0.1 0.413
```
Forces are in eV/Å.

Results
energy relative to the best compared isomer or geometry (same formula, charge and spin)	312.2	kJ/mol
total charge	+1
DFT total energy	-531.32620	hartree

=====

Entry 2:
Here is one molecule with the formula CH4N2O from the OMol25 dataset. Energies are from ωB97M-V/def2-TZVPD.

XYZ file:
```
8
Properties=species:S:1:pos:R:3:forces:R:3:nbo_charge:R:1
N -0.401463 0.880675 0.514836 -3.3 3.3 1.0 -0.830
C 0.790426 0.402458 0.470689 2.0 -5.1 -3.6 0.798
N 0.523977 -0.966261 -0.321176 1.1 -0.3 3.4 -0.931
O 1.883866 0.785861 0.763154 -0.2 0.6 0.6 -0.600
H -1.171464 0.466123 -0.054031 1.3 0.8 0.9 0.436
H -0.430929 1.836120 0.900135 -0.7 -0.8 -0.4 0.404
H 0.043795 -1.495063 0.500507 0.9 0.7 -2.0 0.352
H 1.439673 -1.482731 -0.421076 -1.2 0.9 0.2 0.372
```
Forces are in eV/Å.

Results
energy relative to the best compared isomer or geometry (same formula, charge and spin)	102.7	kJ/mol
SMILES	NC(N)=O
DFT total energy	-225.25289	hartree

=====

Entry 3:
Here is a 2-piece molecular cluster, CH6NS2 overall from the OMol25 dataset. Energies are from ωB97M-V/def2-TZVPD.

XYZ file:
```
10
Properties=species:S:1:pos:R:3:forces:R:3:nbo_charge:R:1
C -0.919889 1.392324 0.681657 0.0 0.1 -0.1 0.154
N 0.128573 1.324199 -0.028943 0.1 0.4 -0.2 -0.583
H -1.400940 0.486380 1.022122 0.0 -0.1 0.0 0.227
H -1.356808 2.353787 0.941960 0.2 -0.1 0.0 0.239
H 0.585995 2.174507 -0.373025 -0.2 -0.2 0.2 0.443
H 0.566144 0.424005 -0.321968 0.0 -0.1 0.1 0.444
S 1.540590 -1.527379 -0.909307 -0.3 0.1 0.0 -0.140
S -0.163937 -2.702546 -1.047628 0.3 -0.1 -0.1 -0.037
H 1.983144 -1.939122 0.288644 0.1 -0.1 0.0 0.154
H -0.962874 -1.986154 -0.253511 -0.1 0.1 0.1 0.099
```
Forces are in eV/Å.

Results
energy relative to the best compared isomer or geometry (same formula, charge and spin)	19.3	kJ/mol
total charge	+1
DFT total energy	-892.53884	hartree

=====

Entry 4:
Here is one molecule with the formula C8H10N2O3S from the OMol25 dataset. Energies are from ωB97M-V/def2-TZVPD.

XYZ file:
```
24
Properties=species:S:1:pos:R:3:forces:R:3:nbo_charge:R:1
C 0.018799 3.203732 -0.859083 -0.6 2.9 3.1 -0.231
C 0.232350 2.398857 -1.890760 0.6 0.0 -2.7 -0.220
C -0.224268 2.624848 0.333898 -1.6 -0.5 3.2 -0.174
C 0.195703 1.041777 -1.781232 -0.3 -0.6 0.6 -0.144
C -0.258655 1.225905 0.542500 -0.5 2.9 0.5 -0.235
C -0.055193 0.437440 -0.544894 1.3 0.2 0.0 -0.050
C 0.119708 -1.710638 0.871558 1.2 -0.6 -0.3 0.576
C 0.223289 -0.999189 -0.453103 -3.0 -1.2 0.1 -0.582
N 1.086232 -2.602667 1.167339 -0.6 0.4 -0.4 -0.760
N -0.928425 -1.512089 1.620620 -2.2 -1.0 0.4 -0.775
O -1.260206 -1.493724 -2.658375 0.3 -0.1 -1.4 -0.943
O -1.422188 -3.180591 -0.848613 0.9 -2.0 -0.3 -0.983
O -2.386535 -1.082772 -0.557319 -1.1 1.3 0.6 -1.005
S -1.381162 -1.830272 -1.290188 0.0 1.1 1.6 2.436
H -0.026304 4.316305 -0.757535 0.3 -1.0 -1.2 0.223
H 0.452319 2.953731 -2.766946 0.2 -0.4 -1.4 0.215
H -0.562990 3.285571 1.184675 0.7 -0.8 -0.8 0.201
H 0.274686 0.362343 -2.597538 0.4 0.0 -0.8 0.224
H -0.547733 0.983331 1.552660 0.3 -0.8 -0.1 0.224
H 0.880921 -1.256377 -1.248334 1.5 -0.9 0.3 0.266
H 1.757654 -2.541954 0.420417 0.5 -1.0 0.3 0.411
H 0.864083 -3.487014 1.646499 0.4 0.8 -0.5 0.420
H -1.701876 -1.085257 0.890020 0.4 -1.0 1.6 0.482
H -1.206029 -2.254371 2.410025 0.9 2.4 -2.6 0.424
```
Forces are in eV/Å.

Results
energy relative to the best compared isomer or geometry (same formula, charge and spin)	147.9	kJ/mol
DFT total energy	-1044.21263	hartree

=====

So what do the calculations give for maximum force? Going down the list: 4.381, 6.550, 0.471, 4.288 eV/A.